[1]
C6H16O | ωB97M-V/def2-TZVPD

LUMO: 0.75 eV
relative energy (zero: lowest compared OMol25 entry of this formula, charge and spin): 16.40 kcal per mole
E_HOMO: -10.3 eV
DFT total energy: -8528.5219 eV
structure (SMILES): CCCCCC.O
largest force on an atom: 2.098 eV/Å

CARTESIAN COORDINATES (ANGSTROEM)
C1 -0.85 -1.22 2.53
C2 2.31 0.86 -1.90
C3 -1.38 -0.88 1.17
C4 1.13 -0.23 -1.70
C5 -0.60 -1.19 -0.11
C6 0.72 -0.27 -0.20
H1 -0.18 -0.44 2.93
H2 -0.33 -2.19 2.57
H3 -1.75 -1.28 3.17
H4 3.18 0.62 -1.26
H5 1.88 1.82 -1.56
H6 2.66 0.98 -2.94
H7 -2.31 -1.47 1.12
H8 -1.66 0.18 1.27
H9 1.45 -1.26 -1.99
H10 0.30 0.06 -2.37
H11 -0.17 -2.20 -0.21
H12 -1.32 -1.04 -0.93
H13 0.55 0.76 0.16
H14 1.54 -0.70 0.41
O1 -2.08 2.92 -0.19
H15 -1.38 3.39 -0.69
H16 -1.71 2.79 0.71

Charges in e, computed with natural (NBO), in the same order as the atoms: -0.60, -0.61, -0.40, -0.39, -0.39, -0.40, 0.20, 0.20, 0.21, 0.20, 0.19, 0.21, 0.19, 0.19, 0.20, 0.20, 0.20, 0.21, 0.19, 0.20, -0.94, 0.47, 0.47

[2]
C6H16O2 | ωB97M-V/def2-TZVPD

LUMO: 1.02 eV
relative energy (zero: lowest compared OMol25 entry of this formula, charge and spin): 38.89 kcal per mole
E_HOMO: -9.7 eV
DFT total energy: -10574.8548 eV
structure (SMILES): CCOC.CCOC
largest force on an atom: 1.659 eV/Å

CARTESIAN COORDINATES (ANGSTROEM)
O1 -3.76 0.83 -0.08
C1 -5.03 1.39 0.28
C2 -2.06 -0.82 -0.11
C3 -3.49 -0.48 0.38
H1 -5.06 2.46 0.01
H2 -5.40 1.29 1.32
H3 -5.71 0.84 -0.39
H4 -2.06 -1.01 -1.20
H5 -1.71 -1.73 0.40
H6 -1.36 0.00 0.10
H7 -3.47 -0.44 1.49
H8 -4.30 -1.17 0.08
O2 4.32 -0.08 0.27
C4 5.25 0.78 -0.25
C5 2.15 -0.96 0.32
C6 3.18 -0.32 -0.61
H9 6.03 0.95 0.51
H10 4.82 1.76 -0.53
H11 5.71 0.33 -1.14
H12 1.20 -1.00 -0.24
H13 2.01 -0.34 1.22
H14 2.42 -1.99 0.63
H15 2.82 0.65 -1.01
H16 3.51 -0.93 -1.47

Charges in e, computed with natural (NBO), in the same order as the atoms: -0.56, -0.26, -0.62, -0.06, 0.20, 0.17, 0.17, 0.21, 0.21, 0.22, 0.16, 0.16, -0.55, -0.24, -0.62, -0.07, 0.19, 0.16, 0.16, 0.21, 0.22, 0.22, 0.17, 0.17

[3]
C6H16O2 | ωB97M-V/def2-TZVPD

spin multiplicity: 2
LUMO (alpha / beta): -3.18 / -10.04 eV
relative energy (zero: lowest compared OMol25 entry of this formula, charge and spin): 74.73 kcal per mole
E_HOMO (alpha / beta): -14.7 / -14.2 eV
DFT total energy: -10564.1485 eV
largest force on an atom: 7.034 eV/Å
net charge: +1

CARTESIAN COORDINATES (ANGSTROEM)
C1 0.34 -1.12 -1.86
O1 1.19 -2.17 -1.43
C2 0.91 0.22 -1.47
C3 1.29 0.17 0.04
C4 0.09 -0.02 0.92
C5 0.47 -0.11 2.42
C6 -0.68 1.31 1.11
H1 -0.67 -1.50 -1.47
H2 -0.02 -1.11 -2.86
H3 2.12 -1.86 -1.46
H4 0.24 1.02 -1.56
H5 1.79 0.20 -2.18
H6 2.10 -0.53 0.30
H7 1.85 1.11 0.27
H8 -0.65 -0.80 0.55
H9 -0.39 0.12 3.13
H10 1.16 0.60 2.66
H11 0.98 -1.11 2.61
H12 -1.76 1.10 1.05
H13 -0.58 1.89 0.05
H14 -0.40 1.87 1.92
H15 -2.98 0.83 -0.43
H16 -3.14 -0.04 -1.68
O2 -3.28 -0.07 -0.63

Charges in e, computed with natural (NBO), in the same order as the atoms: -0.12, -0.37, -0.42, -0.40, -0.23, -0.58, -0.55, 0.31, 0.34, 0.51, 0.25, 0.24, 0.23, 0.25, 0.23, 0.24, 0.22, 0.23, 0.22, 0.18, 0.22, 0.46, 0.46, -0.92

[4]
C6H16O3 | ωB97M-V/def2-TZVPD

LUMO: 0.81 eV
relative energy (zero: lowest compared OMol25 entry of this formula, charge and spin): 18.88 kcal per mole
E_HOMO: -9.8 eV
DFT total energy: -12622.8699 eV
structure (SMILES): COC(C)(C)OC.CO
largest force on an atom: 1.392 eV/Å

CARTESIAN COORDINATES (ANGSTROEM)
C1 -0.92 0.33 -0.31
C2 -0.76 -2.07 -0.08
C3 -2.43 0.30 0.01
C4 -0.65 1.33 -1.43
O1 -0.45 -0.90 -0.83
O2 -0.24 0.59 0.91
H1 1.27 -0.57 1.21
H2 -1.80 -2.37 -0.23
H3 -0.58 -1.92 0.99
H4 -0.10 -2.84 -0.46
H5 -2.77 1.31 0.22
H6 -0.93 2.34 -1.14
H7 -2.61 -0.32 0.88
H8 -2.98 -0.10 -0.84
H9 -1.24 1.04 -2.30
H10 0.40 1.30 -1.72
C5 0.61 1.78 1.07
C6 2.77 -1.10 0.08
O3 2.23 -0.71 1.32
H11 2.54 -2.15 -0.14
H12 3.85 -0.98 0.14
H13 2.39 -0.48 -0.74
H14 0.96 1.72 2.10
H15 1.45 1.82 0.36
H16 -0.01 2.66 0.94

Charges in e, computed with natural (NBO), in the same order as the atoms: 0.54, -0.26, -0.66, -0.65, -0.56, -0.59, 0.49, 0.17, 0.18, 0.20, 0.22, 0.21, 0.22, 0.21, 0.23, 0.22, -0.25, -0.24, -0.75, 0.16, 0.18, 0.16, 0.21, 0.19, 0.17

[5]
C6H16O3 | ωB97M-V/def2-TZVPD

LUMO: 0.96 eV
relative energy (zero: lowest compared OMol25 entry of this formula, charge and spin): 70.08 kcal per mole
E_HOMO: -8.9 eV
DFT total energy: -12620.6500 eV
largest force on an atom: 2.643 eV/Å

CARTESIAN COORDINATES (ANGSTROEM)
C1 0.04 0.57 1.18
C2 0.99 1.48 -0.37
C3 0.79 1.00 2.41
C4 2.18 0.61 -0.75
O1 -1.24 0.86 1.20
H1 -1.59 0.58 0.25
H2 0.29 -0.42 0.80
H3 1.29 2.29 0.29
H4 0.66 2.10 -1.22
H5 1.87 0.90 2.27
H6 0.55 2.03 2.66
H7 0.49 0.36 3.24
H8 1.88 -0.18 -1.44
H9 2.98 1.20 -1.22
H10 2.61 0.12 0.12
C5 -1.19 -0.85 -1.82
C6 -1.73 -2.40 -0.09
O2 -0.72 -1.86 -0.94
O3 -1.35 0.39 -1.22
H11 -0.26 0.84 -0.89
H12 -0.43 -0.81 -2.61
H13 -2.15 -1.16 -2.26
H14 -2.14 -1.64 0.60
H15 -1.26 -3.18 0.50
H16 -2.55 -2.82 -0.67

Charges in e, computed with natural (NBO), in the same order as the atoms: 0.31, -0.71, -0.67, -0.62, -0.72, 0.52, 0.17, 0.23, 0.26, 0.22, 0.23, 0.23, 0.21, 0.21, 0.20, 0.23, -0.26, -0.56, -0.81, 0.50, 0.15, 0.15, 0.17, 0.19, 0.17

[6]
C6H16O3 | ωB97M-V/def2-TZVPD

LUMO: 0.56 eV
relative energy (zero: lowest compared OMol25 entry of this formula, charge and spin): 77.56 kcal per mole
E_HOMO: -9.2 eV
DFT total energy: -12620.3255 eV
largest force on an atom: 1.169 eV/Å

CARTESIAN COORDINATES (ANGSTROEM)
C1 -0.28 -2.47 -0.52
C2 1.65 0.01 -1.37
C3 -0.33 -2.46 0.97
C4 -1.40 -2.15 -1.33
O1 0.43 -0.60 -1.00
H1 0.54 -3.01 -0.98
H2 1.53 1.10 -1.41
H3 2.43 -0.20 -0.62
H4 2.01 -0.35 -2.34
H5 -2.33 -1.91 -0.81
H6 -1.01 -1.69 1.34
H7 0.65 -2.32 1.40
H8 -0.71 -3.44 1.29
H9 -0.82 -1.08 -1.59
H10 -1.51 -2.69 -2.26
C5 -1.02 2.02 0.52
C6 0.89 3.15 1.36
O2 0.10 2.83 0.22
O3 -0.69 0.77 1.03
H11 -0.23 0.27 0.30
H12 -1.64 2.51 1.29
H13 -1.57 1.96 -0.42
H14 1.71 3.78 1.00
H15 0.31 3.71 2.10
H16 1.29 2.25 1.84

Charges in e, computed with natural (NBO), in the same order as the atoms: 0.25, -0.25, -0.69, -0.79, -0.81, 0.21, 0.19, 0.16, 0.16, 0.23, 0.25, 0.23, 0.24, 0.42, 0.24, 0.23, -0.26, -0.55, -0.78, 0.51, 0.14, 0.15, 0.19, 0.16, 0.18

[7]
C6H16O3SSi | ωB97M-V/def2-TZVPD

LUMO: 0.23 eV
relative energy (zero: lowest compared OMol25 entry of this formula, charge and spin): 76.51 kcal per mole
E_HOMO: -9.7 eV
DFT total energy: -31336.1895 eV
structure (SMILES): C[Si](C)(C)CCCS(=O)(=O)O
largest force on an atom: 5.624 eV/Å

CARTESIAN COORDINATES (ANGSTROEM)
O1 -2.20 -0.26 0.29
O2 -0.83 -2.34 0.95
O3 -3.18 -2.54 -0.05
C1 -0.24 -0.52 -1.83
C2 -0.49 2.29 0.25
C3 0.68 -0.10 1.88
C4 2.34 1.91 0.81
C5 1.07 -0.11 -1.14
C6 -0.94 -1.86 -1.48
Si1 0.84 0.98 0.38
S1 -1.86 -1.71 0.08
H1 -3.42 -2.81 0.85
H2 -1.02 0.25 -1.71
H3 -0.08 -0.55 -2.93
H4 -0.89 2.72 1.20
H5 -1.31 1.79 -0.28
H6 -0.02 3.07 -0.34
H7 0.64 0.42 2.83
H8 1.55 -0.77 1.96
H9 -0.19 -0.78 1.80
H10 2.23 2.96 1.05
H11 2.76 1.50 1.73
H12 3.09 1.81 0.04
H13 1.70 -0.98 -0.93
H14 1.67 0.54 -1.77
H15 -0.26 -2.70 -1.39
H16 -1.65 -2.21 -2.24

Charges in e, computed with natural (NBO), in the same order as the atoms: -0.92, -0.92, -0.85, -0.41, -1.12, -1.13, -1.14, -0.87, -0.63, 1.66, 2.27, 0.52, 0.23, 0.22, 0.25, 0.24, 0.22, 0.23, 0.22, 0.26, 0.24, 0.24, 0.23, 0.24, 0.24, 0.25, 0.24

[8]
C6H16O8S2Si | ωB97M-V/def2-TZVPD

LUMO: -0.42 eV
relative energy (zero: lowest compared OMol25 entry of this formula, charge and spin): 12.19 kcal per mole
E_HOMO: -9.6 eV
DFT total energy: -52411.8968 eV
structure (SMILES): O=S(=O)(O)SC[C@@H](O)COCCC[Si](O)(O)O
largest force on an atom: 7.242 eV/Å

CARTESIAN COORDINATES (ANGSTROEM)
O1 0.91 -1.22 0.90
O2 2.15 0.15 -0.83
O3 -1.30 2.07 0.69
O4 -0.94 1.17 3.28
O5 0.83 -1.65 -2.59
O6 -1.46 -2.84 -3.46
O7 -1.00 -2.21 -0.72
O8 3.45 -1.62 0.52
S1 2.72 0.84 1.87
C1 -1.66 1.02 -0.16
C2 -0.01 1.95 1.22
C3 1.36 0.70 2.97
C4 -1.00 1.02 -1.54
C5 0.01 0.91 2.31
C6 -1.51 -0.08 -2.49
Si1 -0.79 -1.83 -2.34
S2 2.24 -0.67 0.44
H1 -1.78 1.36 2.83
H2 1.41 -1.09 -2.04
H3 -0.94 -3.63 -3.67
H4 -0.28 -1.91 -0.14
H5 3.13 -2.41 1.02
H6 -2.73 1.07 -0.27
H7 -1.44 0.06 0.38
H8 0.27 2.93 1.56
H9 0.69 1.70 0.41
H10 1.56 1.48 3.72
H11 1.46 -0.25 3.49
H12 -1.15 2.01 -1.99
H13 0.09 0.98 -1.42
H14 -0.30 -0.09 1.89
H15 -1.41 0.22 -3.53
H16 -2.59 -0.15 -2.34

Charges in e, computed with natural (NBO), in the same order as the atoms: -0.93, -0.89, -0.54, -0.72, -1.15, -1.08, -1.13, -0.83, 0.09, -0.07, -0.11, -0.57, -0.43, 0.04, -0.92, 2.27, 2.12, 0.49, 0.51, 0.50, 0.51, 0.54, 0.19, 0.17, 0.20, 0.19, 0.26, 0.24, 0.21, 0.21, 0.20, 0.24, 0.22

[9]
C6H16OP | ωB97M-V/def2-TZVPD

LUMO: -4.44 eV
relative energy (zero: lowest compared OMol25 entry of this formula, charge and spin): 43.70 kcal per mole
E_HOMO: -14.3 eV
DFT total energy: -17809.5635 eV
largest force on an atom: 3.211 eV/Å
net charge: +1

CARTESIAN COORDINATES (ANGSTROEM)
C1 -1.25 1.16 -1.70
C2 -0.07 0.14 -1.46
C3 1.28 0.94 -1.71
C4 -0.12 -0.58 -0.08
C5 -1.40 -1.51 0.01
C6 -0.16 0.40 1.15
O1 -0.16 -0.42 2.36
P1 1.36 -0.66 2.94
H1 -1.38 1.24 -2.81
H2 -1.02 2.19 -1.35
H3 -2.22 0.86 -1.25
H4 -0.14 -0.61 -2.28
H5 1.14 2.01 -1.43
H6 2.08 0.42 -1.14
H7 1.48 0.94 -2.81
H8 0.78 -1.23 0.05
H9 -2.02 -1.32 0.91
H10 -2.04 -1.29 -0.88
H11 -1.05 -2.57 0.00
H12 -1.15 0.91 1.11
H13 0.65 1.16 1.13
H14 1.78 0.50 3.63
H15 1.40 -1.82 3.78
H16 2.24 -0.85 1.83

Charges in e, computed with natural (NBO), in the same order as the atoms: -0.64, -0.22, -0.62, -0.23, -0.63, -0.10, -0.74, 1.16, 0.24, 0.21, 0.21, 0.23, 0.21, 0.19, 0.24, 0.19, 0.22, 0.23, 0.23, 0.24, 0.20, 0.05, 0.08, 0.05

[10]
C6H16OS2 | ωB97M-V/def2-TZVPD

LUMO: 0.67 eV
relative energy (zero: lowest compared OMol25 entry of this formula, charge and spin): 0.00 kcal per mole
E_HOMO: -8.9 eV
DFT total energy: -30199.5571 eV
structure (SMILES): CCSSCC.CCO
largest force on an atom: 0.929 eV/Å

CARTESIAN COORDINATES (ANGSTROEM)
O1 -2.31 1.69 -3.49
C1 -3.04 2.80 -5.46
C2 -3.24 1.59 -4.58
H1 -2.43 0.91 -2.91
H2 -2.01 2.83 -5.84
H3 -3.23 3.72 -4.88
H4 -3.74 2.77 -6.31
H5 -4.28 1.55 -4.20
H6 -3.06 0.66 -5.15
S1 -2.41 0.07 1.68
S2 -1.69 -1.02 0.11
C3 -4.49 1.02 0.08
C4 0.93 -0.45 0.91
C5 -3.26 1.44 0.85
C6 -0.08 -0.23 -0.21
H7 -4.96 1.89 -0.41
H8 -5.23 0.55 0.75
H9 -4.22 0.29 -0.71
H10 1.13 -1.52 1.05
H11 1.88 0.05 0.66
H12 0.55 -0.03 1.85
H13 -2.53 1.96 0.20
H14 -3.52 2.13 1.68
H15 0.26 -0.70 -1.15
H16 -0.25 0.84 -0.40

Charges in e, computed with natural (NBO), in the same order as the atoms: -0.73, -0.63, -0.06, 0.47, 0.21, 0.21, 0.21, 0.16, 0.16, 0.08, 0.07, -0.63, -0.63, -0.53, -0.53, 0.21, 0.21, 0.21, 0.21, 0.21, 0.22, 0.22, 0.22, 0.22, 0.22